No. 1
Formula: C13H26N4Sr
Source: the Open Molecules 2025 dataset
Level of theory: ωB97M-V/def2-TZVPD

Computed properties:
Gap between HOMO and LUMO = 8.080 eV
Lowest unoccupied orbital energy = -7.35 eV
HOMO energy = -15.43 eV
Total charge = +2
Calculated total energy = -760.1661 Eh

```
44
C13H26N4Sr (ωB97M-V/def2-TZVPD)
Sr 0.8133 -0.5811 -0.3110
N 1.6244 1.2842 1.7832
C 0.6876 2.2981 2.2835
C -0.6928 1.6734 2.4299
N -1.2651 1.1688 1.1670
C -2.4038 0.2940 1.5097
C -2.8342 -0.6324 0.3791
N -1.7839 -1.6374 0.1641
C -1.7457 2.2908 0.3375
C -0.7945 2.7021 -0.7880
N -0.4971 1.5591 -1.6615
H 2.4931 1.7491 1.5241
H 1.8564 0.6757 2.5702
H 0.9967 2.6677 3.2710
H 0.6567 3.1444 1.5949
H -0.5890 0.8256 3.1137
H -1.3702 2.4151 2.8762
H -2.0992 -0.3482 2.3423
H -3.2626 0.9009 1.8260
H -3.7858 -1.1084 0.6590
H -2.9588 -0.0756 -0.5559
H -1.7759 -2.2463 0.9878
H -2.0653 -2.2304 -0.6140
H -2.6928 2.0088 -0.1299
H -1.9285 3.1716 0.9668
H -1.2800 3.5184 -1.3425
H 0.1615 3.0511 -0.3878
H -1.3457 1.3215 -2.1804
H 0.1735 1.8820 -2.3568
C 0.4852 -3.2516 -2.7227
C 1.3230 -2.4198 -1.8069
C 1.9566 -1.2856 -2.2758
C 2.8749 -0.6217 -1.4972
C 3.1587 -1.0729 -0.2282
C 2.4889 -2.1664 0.2711
C 1.5723 -2.8296 -0.5128
H 0.9569 -3.3086 -3.7053
H -0.5199 -2.8459 -2.8733
H 0.3879 -4.2680 -2.3416
H 1.7979 -0.9739 -3.2975
H 3.4258 0.2072 -1.9119
H 3.9522 -0.6174 0.3426
H 2.7351 -2.5556 1.2447
H 1.1117 -3.7329 -0.1433
```

Here are the natural (NBO) charges for atoms 1 to 6, given in e:
1. Sr 1.78
2. N -0.91
3. C -0.23
4. C -0.23
5. N -0.50
6. C -0.23

=====

No. 2
Formula: C36H66BN2O9
Source: the Open Molecules 2025 dataset
Level of theory: ωB97M-V/def2-TZVPD

Computed properties:
Gap between HOMO and LUMO = 6.355 eV
Lowest unoccupied orbital energy = -4.34 eV
HOMO energy = -10.69 eV
Total charge = +1
Calculated total energy = -2222.2914 Eh

```
114
C36H66BN2O9 (ωB97M-V/def2-TZVPD)
C -2.3063 1.6112 3.2328
C -1.5741 0.5200 2.2403
C -0.1351 1.1570 1.8675
C 1.0442 0.0370 1.6499
C 2.3118 0.5889 2.5245
C 3.0566 1.8616 1.8830
C 2.6409 2.5282 0.4750
C 4.2594 2.4461 2.7394
N 4.6434 1.8591 4.0320
N 5.7122 2.5072 4.7006
C 5.1047 3.5633 5.2726
O 4.5279 4.5391 5.8204
C 3.9916 0.6761 4.6277
C 2.7566 -0.0464 3.9099
B 2.0023 -1.3554 4.5634
O 1.7265 -2.5203 3.7133
O 1.6156 -1.4814 5.9470
C 0.8655 -0.3239 6.4277
H -1.7880 2.6549 3.1523
H -2.1382 1.2626 4.3149
H -3.4073 1.7506 2.9416
H -1.5017 -0.4918 2.7804
H -2.1776 0.4664 1.2345
H -0.2855 1.8413 0.9573
H 0.1715 1.8366 2.7643
H 1.4136 0.0383 0.5429
H 0.7242 -1.0238 1.9465
H 1.6330 2.1710 0.0591
H 3.4312 2.2757 -0.3462
H 2.5691 3.6918 0.5311
H 4.7864 3.3759 2.2840
H 4.3649 0.2544 5.6286
H 2.4484 -2.5193 3.0368
H 0.0826 -0.7199 7.1920
H 0.3419 0.2898 5.6091
H 1.5926 0.3564 7.0255
C -2.7559 -2.2175 -2.4107
C -3.4217 -3.0469 -1.3385
C -3.0404 -2.2988 -0.0772
O -2.9120 -0.9154 -0.4368
C -2.9171 -0.8122 -1.8685
H -3.1961 -2.3449 -3.4016
H -1.6926 -2.4748 -2.4721
H -4.5086 -3.0229 -1.4729
H -3.1018 -4.0908 -1.3280
H -2.0717 -2.6363 0.3078
H -3.7862 -2.4048 0.7147
H -3.8775 -0.3791 -2.1689
H -2.1167 -0.1431 -2.1923
C 4.0372 7.9663 1.8986
C 3.6478 7.3621 3.2281
C 2.9291 6.0978 2.8026
O 3.5256 5.6765 1.5667
C 4.3601 6.7366 1.0748
H 4.8715 8.6671 1.9620
H 3.1799 8.4922 1.4649
H 4.5484 7.1066 3.7972
H 3.0290 8.0169 3.8444
H 1.8675 6.2882 2.6140
H 3.0136 5.2978 3.5433
H 5.4035 6.4313 1.2100
H 4.1761 6.8853 0.0084
C -4.0528 3.9774 -3.5641
C -4.1681 2.7043 -4.3685
C -2.8395 2.0320 -4.0885
O -2.4389 2.4347 -2.7702
C -3.2861 3.5113 -2.3437
H -5.0152 4.4289 -3.3157
H -3.4612 4.7142 -4.1182
H -4.9869 2.0910 -3.9769
H -4.3454 2.8711 -5.4327
H -2.0682 2.3680 -4.7896
H -2.9035 0.9420 -4.1366
H -3.9627 3.1203 -1.5758
H -2.6784 4.3046 -1.9016
C 1.7147 -6.9693 1.6664
C 1.4698 -5.5633 2.1622
C 1.4719 -4.7684 0.8721
O 0.9847 -5.6415 -0.1544
C 0.9476 -6.9806 0.3599
H 1.3848 -7.7441 2.3610
H 2.7833 -7.1142 1.4738
H 0.4842 -5.5038 2.6360
H 2.2151 -5.2139 2.8795
H 2.4869 -4.4604 0.5962
H 0.8402 -3.8775 0.9273
H -0.1024 -7.2489 0.5188
H 1.3759 -7.6683 -0.3727
C -7.1621 -5.8382 -3.2083
C -8.2550 -5.2223 -4.0507
C -7.8124 -3.7753 -4.1332
O -6.3794 -3.7751 -4.0696
C -5.9368 -5.0824 -3.6802
H -7.0692 -6.9190 -3.3304
H -7.3465 -5.6275 -2.1491
H -8.2511 -5.6717 -5.0495
H -9.2547 -5.3388 -3.6279
H -8.1856 -3.1961 -3.2819
H -8.1393 -3.2888 -5.0556
H -5.4904 -5.5599 -4.5592
H -5.1721 -4.9961 -2.9043
C 4.5617 -0.6974 -4.1574
C 5.5858 0.3671 -3.8407
C 4.7228 1.6049 -3.7034
O 3.4445 1.1690 -3.2182
C 3.3817 -0.2613 -3.3131
H 4.8967 -1.7111 -3.9296
H 4.2976 -0.6541 -5.2194
H 6.0712 0.1420 -2.8847
H 6.3619 0.4709 -4.6014
H 4.5654 2.0892 -4.6727
H 5.1477 2.3377 -3.0126
H 3.4491 -0.6674 -2.2975
H 2.4235 -0.5596 -3.7449
```

Here are the Mulliken charges for atoms 1 to 6, given in e:
1. C -1.10
2. C 0.21
3. C -0.76
4. C -0.43
5. C 0.52
6. C 0.66

=====

No. 3
Formula: C10H22N5
Source: the Open Molecules 2025 dataset
Level of theory: ωB97M-V/def2-TZVPD

Computed properties:
Gap between HOMO and LUMO = 6.519 eV
Lowest unoccupied orbital energy = -5.01 eV
HOMO energy = -11.53 eV
Total charge = +1
Calculated total energy = -667.6587 Eh
ΔE to the lowest compared entry with this formula, charge and spin = 30.44 kcal per mole

```
37
C10H22N5 (ωB97M-V/def2-TZVPD)
C -3.4567 -1.4129 -0.4437
C -2.4990 -2.2320 1.2709
C 2.7121 -1.0181 -1.5291
C 1.8351 -3.2969 -2.2946
C -1.5539 0.9453 1.8859
C -0.8610 3.4734 1.6445
C 0.1501 1.6295 -0.4519
C 1.8615 -2.2035 -1.2179
C -0.4475 1.9434 1.8359
C -0.1870 -2.2595 0.0899
N -3.6457 -1.9353 0.7635
N -2.2245 -1.5355 -0.8749
N -1.5362 -2.0595 0.2377
N 0.4552 -1.7272 -0.9245
N 0.6023 1.6049 0.9242
H -4.2446 -0.9795 -1.0310
H -2.3249 -2.5281 2.2252
H 3.6939 -1.2573 -1.4648
H 2.5331 -0.5107 -2.4922
H 2.3850 -0.2960 -0.8194
H 2.7836 -3.5576 -2.6011
H 1.3270 -2.9538 -3.1726
H 1.3667 -4.1153 -1.8656
H -2.0424 0.8072 2.8600
H -2.3099 1.2305 1.2329
H -1.0844 0.0062 1.5111
H -0.0271 4.0741 2.0279
H -1.7047 3.8112 2.2386
H -1.0104 3.8734 0.5303
H -0.8455 1.0553 -0.4115
H 0.0599 2.6735 -0.9327
H 0.7207 1.2272 -1.1777
H 2.2544 -2.8036 -0.3218
H 0.0136 1.7833 2.9192
H 0.1615 -2.9711 0.7158
H -0.0656 -1.3520 -1.6968
H 1.4811 2.1085 1.0637
```

Here are the natural (NBO) charges for atoms 1 to 6, given in e:
1. C 0.22
2. C 0.27
3. C -0.63
4. C -0.61
5. C -0.63
6. C -0.65

=====

No. 4
Formula: C5H6O3
Source: the Open Molecules 2025 dataset
Level of theory: ωB97M-V/def2-TZVPD

Computed properties:
Gap between HOMO and LUMO = 9.425 eV
Lowest unoccupied orbital energy = 0.57 eV
HOMO energy = -8.85 eV
Total charge = 0
Calculated total energy = -419.7229 Eh
ΔE to the lowest compared entry with this formula, charge and spin = 73.10 kcal per mole

```
14
C5H6O3 (ωB97M-V/def2-TZVPD)
C 0.8343 -1.6952 -0.5207
C -0.1066 -0.8783 -1.0389
C -0.8510 1.5952 1.0920
C 1.3534 0.7035 0.4653
C -1.3036 1.4845 -0.1352
O 0.7564 -2.3145 0.6640
O 1.9990 1.4921 -0.0505
O -1.9008 1.7553 -1.1070
H -0.0516 -2.0449 1.1228
H 1.7583 -1.9297 -1.0267
H 0.0307 -0.4956 -2.0343
H -1.1226 -0.9882 -0.6793
H -0.4336 2.5190 1.4474
H -0.9623 0.7970 1.8008
```

Here are the natural (NBO) charges for atoms 1 to 6, given in e:
1. C 0.22
2. C -0.59
3. C -0.76
4. C 0.46
5. C 0.71
6. O -0.66

=====

No. 5
Formula: C34H48O30
Source: the Open Molecules 2025 dataset
Level of theory: ωB97M-V/def2-TZVPD

Computed properties:
Gap between HOMO and LUMO = 10.772 eV
SMILES = C[C@H]1COC(=O)O1.C[C@H]1COC(=O)O1.C[C@H]1COC(=O)O1.C[C@H]1COC(=O)O1.O=C1OCCO1.O=C1OCCO1.O=C1OCCO1.O=C1OCCO1.O=C1OCCO1.O=C1OCCO1
Lowest unoccupied orbital energy = -0.04 eV
HOMO energy = -10.81 eV
Total charge = 0
Calculated total energy = -3581.6698 Eh
ΔE to the lowest compared entry with this formula, charge and spin = 0.20 kcal per mole

```
112
C34H48O30 (ωB97M-V/def2-TZVPD)
C -1.4059 0.6732 0.3825
C -0.6418 -0.5400 -0.0963
C 0.8562 -0.4050 -0.0112
O 1.2616 -1.4537 0.8793
C 0.1758 -2.0608 1.3924
O 0.2629 -2.8725 2.2634
O -0.9335 -1.6400 0.8012
H -2.4789 0.6862 0.1788
H -1.1668 1.5636 -0.2124
H -1.1458 0.8557 1.4260
H -0.9277 -0.8397 -1.0999
H 1.2150 0.5740 0.3207
H 1.4547 -0.6578 -0.8925
C -3.8251 -2.2882 -0.8079
C -3.7305 -2.8121 0.6078
C -4.0212 -1.8142 1.7396
O -5.1891 -2.3091 2.3776
C -5.4254 -3.5725 1.9656
O -6.2816 -4.3049 2.3141
O -4.6609 -3.8306 0.8675
H -3.0491 -1.5995 -1.1329
H -4.7539 -1.7310 -0.9534
H -3.7523 -3.1896 -1.4203
H -2.7154 -3.1644 0.7936
H -4.1196 -0.7774 1.4236
H -3.2561 -1.9000 2.5172
C -5.7387 3.9681 0.1252
C -4.5199 3.1297 0.3859
C -3.2346 3.8747 0.8531
O -3.0369 3.4055 2.1714
C -3.7676 2.3018 2.3773
O -3.5856 1.4759 3.2133
O -4.8118 2.2915 1.5094
H -6.1078 4.3504 1.0809
H -6.5491 3.3871 -0.3107
H -5.5109 4.8308 -0.5028
H -4.2626 2.6464 -0.5632
H -3.4084 4.9501 0.7843
H -2.3771 3.6576 0.2148
C 3.8158 -3.5782 3.1025
C 3.8234 -4.8093 3.9832
C 5.1083 -5.6357 4.0052
O 5.0970 -6.1291 5.3433
C 4.2584 -5.3824 6.1027
O 4.0355 -5.5874 7.2478
O 3.6851 -4.4237 5.3508
H 2.8446 -3.0898 3.0953
H 3.9891 -3.8929 2.0647
H 4.6444 -2.8849 3.2494
H 3.0004 -5.4696 3.6969
H 5.9317 -4.9522 3.7939
H 4.9989 -6.3684 3.2101
O 2.4269 5.1689 -1.6112
C 2.3214 4.7204 -0.5149
O 3.2973 4.6720 0.4176
C 2.8739 3.8990 1.5501
C 1.3755 3.8050 1.2938
O 1.2442 4.0412 -0.0863
H 3.3866 2.9413 1.6458
H 3.1391 4.4239 2.4670
H 0.8324 4.5940 1.8237
H 1.0026 2.8795 1.7350
O -2.5015 2.3818 -2.5503
C -2.1362 3.4894 -2.8003
O -2.9078 4.4515 -3.3477
C -2.2793 5.7128 -3.3045
C -0.8038 5.3094 -3.1388
O -0.9485 4.0367 -2.4698
H -2.3534 6.3018 -4.2143
H -2.6495 6.1925 -2.3962
H -0.1940 5.9570 -2.5185
H -0.3349 5.0207 -4.0804
O 2.9880 -2.1270 -4.4531
C 3.4421 -2.4864 -3.4222
O 3.3026 -1.8596 -2.2509
C 3.7368 -2.6791 -1.1863
C 4.6247 -3.7168 -1.8840
O 4.1776 -3.6220 -3.2336
H 4.3861 -2.1139 -0.5169
H 2.9526 -3.1396 -0.5892
H 4.3592 -4.7199 -1.5553
H 5.6901 -3.5142 -1.7933
O 2.6267 1.3457 3.4480
C 1.8229 0.5188 3.7821
O 2.2559 -0.6713 4.2692
C 1.2119 -1.3267 4.9493
C 0.0316 -0.3811 4.8633
O 0.5326 0.6979 4.0656
H 1.0331 -2.3270 4.5539
H 1.5026 -1.5008 5.9911
H -0.2762 0.0577 5.8095
H -0.7845 -0.9352 4.3984
O -0.3403 2.1239 -5.7315
C 0.6133 1.9480 -5.0291
O 0.5799 1.9690 -3.6589
C 1.9026 1.8460 -3.1584
C 2.6457 1.3070 -4.3582
O 1.8317 1.6954 -5.4790
H 2.3050 2.7708 -2.7458
H 1.9760 1.0644 -2.3985
H 2.7104 0.2211 -4.3415
H 3.6697 1.6785 -4.3248
O -0.0761 -3.8997 -4.2856
C -0.6231 -2.8488 -4.3078
O -0.8237 -2.0816 -3.1953
C -1.5122 -0.9090 -3.5677
C -1.5138 -0.9025 -5.0725
O -1.1731 -2.2632 -5.3607
H -2.5271 -0.9330 -3.1602
H -0.9396 -0.0795 -3.1484
H -0.7481 -0.2178 -5.4384
H -2.4319 -0.6426 -5.5918
```

Here are the Mulliken charges for atoms 1 to 6, given in e:
1. C -0.53
2. C 2.92
3. C 0.96
4. O -0.45
5. C 0.32
6. O -0.62

=====

No. 6
Formula: C24H42AlNP3S
Source: the Open Molecules 2025 dataset
Level of theory: ωB97M-V/def2-TZVPD

Computed properties:
Gap between HOMO and LUMO = 5.501 eV
Lowest unoccupied orbital energy = -10.07 eV
HOMO energy = -15.57 eV
Total charge = +3
Calculated total energy = -2658.1799 Eh

```
72
C24H42AlNP3S (ωB97M-V/def2-TZVPD)
Al 0.1822 0.4323 -0.5541
P 2.1850 1.0550 0.3990
P -1.8048 1.5532 -0.2453
P 0.6050 1.2921 -2.8076
H -1.0550 -3.1859 1.0473
C -0.8904 -3.3336 -0.0418
C 0.3316 -3.0427 -0.5358
H 1.0699 -2.5317 0.1260
C 2.8006 0.3352 1.9450
C 1.9212 2.7797 0.9488
C 3.6818 1.0364 -0.6136
C -3.3106 0.8754 -0.9950
C -2.3846 1.8464 1.4719
C -1.7013 3.2710 -0.8272
C 1.8687 0.5363 -3.8866
C 1.2712 2.9966 -2.6404
C -0.7405 1.5758 -4.0150
H -1.8018 -3.5904 -0.6153
H 0.6632 -3.1822 -1.5878
H 2.7456 -0.7604 1.8706
H 2.1786 0.7075 2.7720
H 3.8455 0.6515 2.0885
H 1.0030 2.8639 1.5547
H 1.8562 3.4394 0.0734
H 2.7818 3.0455 1.5792
H 3.7903 0.0489 -1.0859
H 4.5003 1.2007 0.0968
H 3.6451 1.8261 -1.3691
H -4.0871 1.6471 -0.9538
H -3.6473 0.0016 -0.4280
H -3.1413 0.5773 -2.0318
H -3.1095 2.6740 1.4129
H -1.5708 2.1322 2.1550
H -2.8895 0.9494 1.8549
H -2.5168 3.8015 -0.3228
H -1.8267 3.3170 -1.9141
H -0.7438 3.7116 -0.5233
H 1.5507 0.6674 -4.9339
H 1.9642 -0.5289 -3.6620
H 2.8616 0.9908 -3.7505
H 1.2860 3.4468 -3.6432
H 2.2858 2.9975 -2.2310
H 0.6398 3.6073 -1.9882
H -0.4333 1.1967 -4.9950
H -0.9326 2.6515 -4.0980
H -1.6796 1.0904 -3.7450
C -1.0227 -2.7845 -4.5195
C -1.9568 -2.6391 -5.5853
C -1.7509 -3.3537 -6.7739
C -0.6259 -4.1981 -6.8985
C 0.2702 -4.3558 -5.8395
C 0.0800 -3.6348 -4.6532
S -1.1547 -1.8510 -2.9596
H 0.1589 -1.1998 -2.9413
H -2.7816 -1.9273 -5.4693
H -2.4224 -3.2307 -7.6245
H -0.4345 -4.6940 -7.8516
H 1.1278 -5.0168 -5.9474
H 0.7911 -3.6964 -3.8375
N -0.1677 -0.4727 1.1866
C -0.1733 -0.5799 2.3628
C -0.2404 -0.6020 3.7694
C -1.4638 -0.2531 4.3635
C -1.5786 -0.1608 5.7432
C -0.5126 -0.5403 6.5559
C 0.7035 -0.9184 5.9929
C 0.8342 -0.9669 4.6028
H -2.3209 -0.0614 3.7371
H -2.4938 0.2128 6.1943
H -0.6221 -0.5496 7.6411
H 1.5612 -1.1877 6.6188
H 1.7417 -1.3112 4.1326
```

Here are the Mulliken charges for atoms 1 to 6, given in e:
1. Al -0.73
2. P 1.45
3. P 1.51
4. P 0.88
5. H 0.25
6. C -0.54

=====

Look up the HOMO energy of the sixth one.
-15.57 eV

=====

Which of these has the highest lowest unoccupied orbital energy?
C5H6O3

=====

Please write out number 1 again, unchanged.
Formula: C13H26N4Sr
Source: the Open Molecules 2025 dataset
Level of theory: ωB97M-V/def2-TZVPD

Computed properties:
Gap between HOMO and LUMO = 8.080 eV
Lowest unoccupied orbital energy = -7.35 eV
HOMO energy = -15.43 eV
Total charge = +2
Calculated total energy = -760.1661 Eh

```
44
C13H26N4Sr (ωB97M-V/def2-TZVPD)
Sr 0.8133 -0.5811 -0.3110
N 1.6244 1.2842 1.7832
C 0.6876 2.2981 2.2835
C -0.6928 1.6734 2.4299
N -1.2651 1.1688 1.1670
C -2.4038 0.2940 1.5097
C -2.8342 -0.6324 0.3791
N -1.7839 -1.6374 0.1641
C -1.7457 2.2908 0.3375
C -0.7945 2.7021 -0.7880
N -0.4971 1.5591 -1.6615
H 2.4931 1.7491 1.5241
H 1.8564 0.6757 2.5702
H 0.9967 2.6677 3.2710
H 0.6567 3.1444 1.5949
H -0.5890 0.8256 3.1137
H -1.3702 2.4151 2.8762
H -2.0992 -0.3482 2.3423
H -3.2626 0.9009 1.8260
H -3.7858 -1.1084 0.6590
H -2.9588 -0.0756 -0.5559
H -1.7759 -2.2463 0.9878
H -2.0653 -2.2304 -0.6140
H -2.6928 2.0088 -0.1299
H -1.9285 3.1716 0.9668
H -1.2800 3.5184 -1.3425
H 0.1615 3.0511 -0.3878
H -1.3457 1.3215 -2.1804
H 0.1735 1.8820 -2.3568
C 0.4852 -3.2516 -2.7227
C 1.3230 -2.4198 -1.8069
C 1.9566 -1.2856 -2.2758
C 2.8749 -0.6217 -1.4972
C 3.1587 -1.0729 -0.2282
C 2.4889 -2.1664 0.2711
C 1.5723 -2.8296 -0.5128
H 0.9569 -3.3086 -3.7053
H -0.5199 -2.8459 -2.8733
H 0.3879 -4.2680 -2.3416
H 1.7979 -0.9739 -3.2975
H 3.4258 0.2072 -1.9119
H 3.9522 -0.6174 0.3426
H 2.7351 -2.5556 1.2447
H 1.1117 -3.7329 -0.1433
```

Here are the natural (NBO) charges for atoms 1 to 6, given in e:
1. Sr 1.78
2. N -0.91
3. C -0.23
4. C -0.23
5. N -0.50
6. C -0.23